1.
This record from OMol25 describes a 3-piece molecular cluster, C33H67ClN2O6P2S overall at a distorted geometry. The level of theory is ωB97M-V with the def2-TZVPD basis set.

Geometry as ORCA input:
```
! wB97M-V def2-TZVPD RIJCOSX def2/J DEFGRID3
* xyz 0 1
C 1.33416 2.64819 -0.66561
C 1.40603 3.07710 0.80023
O 2.40063 2.26274 1.46758
P 3.83990 2.94017 1.62621
O 4.07505 4.12068 0.77867
C 5.07655 1.66588 1.20531
C 4.84676 1.18068 -0.25858
C 6.10683 1.41632 -1.13661
P 6.49491 0.04765 -2.31869
C 5.38406 0.15327 -3.81656
C 5.30787 1.56562 -4.42200
C 4.26062 2.47801 -3.74182
C 2.90091 2.49670 -4.50409
S 2.33249 4.19257 -4.77169
O 3.08528 4.71499 -5.86344
O 0.91962 4.20420 -4.93513
Cl 2.74408 5.27059 -3.08206
C 5.98238 -1.54367 -1.51433
C 6.70195 -1.74157 -0.15214
C 7.90747 -2.70297 -0.28590
O 5.83970 -2.05950 0.92601
C 4.93753 -3.13443 0.67389
C 3.53083 -2.56456 0.58769
C 3.08991 -1.83411 1.67433
C 1.85752 -1.23050 1.70092
C 1.05054 -1.36979 0.58576
C 1.45007 -2.10426 -0.49167
C 2.69977 -2.69829 -0.49510
O 3.94326 3.38075 3.18061
C 5.30124 3.58151 3.63485
C 5.79099 2.31557 4.38423
H 0.38581 2.91130 -1.13990
H 2.18216 3.06570 -1.21941
H 1.46825 1.55780 -0.67970
H 0.44634 2.82306 1.26645
H 1.54516 4.14955 0.94461
H 5.00417 0.84716 1.93234
H 6.05629 2.13267 1.33718
H 3.96318 1.70209 -0.63865
H 4.58646 0.12026 -0.18105
H 5.97015 2.33367 -1.72393
H 6.98381 1.60915 -0.51274
H 4.38107 -0.18085 -3.49137
H 5.72765 -0.60687 -4.52532
H 6.31431 1.99980 -4.41372
H 5.01404 1.47674 -5.47564
H 4.04131 2.16163 -2.72137
H 4.65568 3.49860 -3.76400
H 2.11558 2.02993 -3.89961
H 2.94530 1.96535 -5.45676
H 4.88944 -1.52774 -1.44980
H 6.32418 -2.33295 -2.19439
H 7.15026 -0.77289 0.11114
H 7.63360 -3.74835 -0.12862
H 8.64218 -2.37331 0.45706
H 8.38127 -2.52024 -1.25655
H 4.97002 -3.77632 1.56645
H 5.21360 -3.77378 -0.17208
H 3.73404 -1.71674 2.54506
H 1.57394 -0.64229 2.56697
H 0.08285 -0.87130 0.60033
H 0.79451 -2.18612 -1.35398
H 3.00698 -3.26758 -1.37095
H 5.93846 3.81331 2.77651
H 5.31373 4.42672 4.32581
H 5.90301 2.49217 5.45617
H 5.08410 1.50167 4.21030
H 6.76548 2.02358 3.97649
C -4.27231 -2.89635 -0.54089
C -3.49719 -3.09258 0.75475
N -3.22730 -1.84959 1.45305
C -2.23528 -1.98079 2.50665
C -2.57103 -2.87770 3.70294
C -4.38933 -1.03827 1.77591
C -5.50340 -1.67862 2.61011
H -3.77757 -2.16839 -1.18599
H -4.33162 -3.84175 -1.08256
H -5.29496 -2.56064 -0.35896
H -2.53985 -3.55543 0.49826
H -4.03475 -3.81577 1.38684
H -1.97341 -0.98447 2.87625
H -1.31588 -2.36120 2.04921
H -3.30367 -2.41575 4.36374
H -1.66963 -3.04528 4.29715
H -2.94403 -3.85501 3.39472
H -4.83097 -0.69209 0.83586
H -4.05570 -0.12230 2.27021
H -5.78506 -2.66612 2.24031
H -6.39540 -1.04887 2.56471
H -5.23000 -1.76652 3.66070
C -8.53653 2.32998 -0.17489
C -8.31021 0.87638 -0.56528
N -8.90527 -0.06496 0.36523
C -8.43881 -1.42877 0.18575
C -8.76659 -2.13316 -1.13533
C -10.33111 0.08911 0.60082
C -11.26951 0.02988 -0.60986
H -8.21226 2.51405 0.85052
H -7.96114 2.98281 -0.83298
H -9.58482 2.61900 -0.26494
H -7.22982 0.70492 -0.58099
H -8.66606 0.72308 -1.59545
H -8.80556 -2.04375 1.01287
H -7.34936 -1.42317 0.30220
H -9.81637 -2.41823 -1.19361
H -8.18353 -3.05427 -1.21206
H -8.52123 -1.51961 -2.00293
H -10.48872 1.04886 1.10131
H -10.64991 -0.65451 1.33567
H -10.92189 0.65285 -1.43533
H -12.25764 0.39590 -0.32181
H -11.40258 -0.98702 -0.97608
*
```

Output
- Energy: -92508.7005 eV
- Gap between HOMO and LUMO: 8.3 eV
- SMILES string: CCOP(=O)(CCCP(CCCCS(=O)(=O)Cl)C[C@H](C)OCc1ccccc1)OCC.CCN(CC)CC.CCN(CC)CC
- Energy relative to the best compared isomer or geometry (same formula, charge and spin): 76.34 kJ/mol
- LUMO energy: 0.0086 Ha
- Largest force on an atom: 2.08 eV/Å

=====

2.
This record from OMol25 describes a 4-piece molecular cluster, C33H67FN5O7S overall at a distorted geometry. The level of theory is ωB97M-V with the def2-TZVPD basis set.

Geometry as ORCA input:
```
! wB97M-V def2-TZVPD RIJCOSX def2/J DEFGRID3
* xyz 0 4
N -4.88704 1.22980 5.05575
C -5.63861 1.87426 3.97648
C -4.82059 2.12313 2.68840
C -5.45368 3.27151 1.91147
C -4.75727 3.64485 0.61634
N -3.38671 4.21331 0.72652
C -3.14676 5.08814 1.86685
C -4.02719 6.32449 1.73729
O -5.05412 6.49667 2.34914
O -3.54993 7.25425 0.88763
S -2.13835 3.17288 0.52874
O -1.05706 3.91018 -0.02383
O -1.78707 2.41514 1.67866
F -2.64917 2.26641 -0.58561
H -4.20556 0.60846 4.64456
H -4.38126 1.93966 5.56246
H -5.99619 2.83722 4.32227
H -6.52197 1.28767 3.74547
H -4.86805 1.19788 2.12483
H -3.81479 2.34240 3.02093
H -5.59352 4.10840 2.58458
H -6.45094 2.94635 1.63043
H -5.35962 4.39607 0.11751
H -4.76574 2.78043 -0.03131
H -2.12213 5.43709 1.78223
H -3.23057 4.62153 2.84018
H -2.79801 6.88220 0.41476
C 1.62374 2.49765 3.35722
C 2.21878 1.24429 2.66916
C 1.57826 -0.04139 3.20543
C 2.10561 -0.50037 4.56140
C 3.62867 -0.58360 4.52867
C 4.27665 0.73287 4.10386
N 3.70803 1.22943 2.81099
O 4.22462 0.56113 1.83399
C 4.10014 1.76216 5.23739
C 5.78311 0.54285 3.96905
C 1.80835 1.37751 1.20909
H 2.19959 2.85948 4.20317
H 1.57777 3.33127 2.65581
H 0.60914 2.30500 3.70757
H 1.75258 -0.84994 2.48720
H 0.49641 0.09220 3.25284
H 1.76493 0.17243 5.35331
H 1.69281 -1.48313 4.79797
H 4.00844 -0.86946 5.51157
H 3.92659 -1.37911 3.83769
H 4.44517 2.74926 4.92665
H 4.69271 1.46122 6.10082
H 3.07653 1.84846 5.59481
H 6.03850 -0.25626 3.27569
H 6.20434 0.27991 4.93828
H 6.26452 1.46072 3.62855
H 2.29772 2.22810 0.73344
H 0.73205 1.53594 1.15011
H 2.03815 0.48674 0.62496
C 3.13847 -1.62645 -1.61826
C 4.54584 -2.16492 -1.26002
C 5.62896 -1.11666 -1.53886
C 6.01993 -0.98115 -3.00874
C 6.37426 -2.34889 -3.58823
C 5.24783 -3.36545 -3.41072
N 4.81012 -3.44678 -1.98301
O 5.65688 -4.16007 -1.31580
C 4.08304 -2.98214 -4.34479
C 5.70861 -4.73603 -3.89305
C 4.50176 -2.37631 0.24629
H 2.79404 -1.89720 -2.61147
H 2.39114 -2.02600 -0.93112
H 3.10759 -0.53860 -1.54497
H 6.52919 -1.37982 -0.97475
H 5.30153 -0.15181 -1.14942
H 5.21300 -0.51100 -3.57772
H 6.88122 -0.31565 -3.09479
H 6.61013 -2.25525 -4.65048
H 7.28184 -2.71788 -3.10041
H 3.21185 -3.61304 -4.16231
H 4.38335 -3.12462 -5.38266
H 3.78109 -1.94043 -4.26305
H 6.61231 -5.06970 -3.38732
H 5.92919 -4.69105 -4.95880
H 4.93174 -5.48643 -3.73953
H 3.81011 -3.17628 0.51724
H 4.16172 -1.45860 0.72501
H 5.47710 -2.61829 0.66558
C -2.63771 -0.91779 -1.65586
C -4.15050 -1.19775 -1.83171
C -4.46347 -2.69120 -1.67607
C -4.13206 -3.54087 -2.90037
C -4.77737 -2.94027 -4.14710
C -4.37746 -1.48227 -4.36524
N -4.62988 -0.66229 -3.13995
O -5.88951 -0.38101 -3.06076
C -2.89676 -1.43172 -4.79108
C -5.15040 -0.90612 -5.54579
C -4.81634 -0.47489 -0.66531
H -2.07555 -0.87596 -2.58297
H -2.47800 0.04836 -1.18190
H -2.16831 -1.67492 -1.02650
H -5.53101 -2.80972 -1.46457
H -3.93778 -3.07909 -0.80235
H -3.04935 -3.63052 -3.02238
H -4.50666 -4.55509 -2.74983
H -4.50268 -3.52393 -5.02780
H -5.86554 -3.01243 -4.05425
H -2.53893 -0.40242 -4.84076
H -2.78590 -1.86865 -5.78296
H -2.23424 -1.99881 -4.14097
H -6.22725 -0.99636 -5.41878
H -4.88299 -1.44604 -6.45290
H -4.90879 0.14708 -5.69524
H -4.71034 0.60626 -0.76095
H -4.33444 -0.78373 0.26330
H -5.87666 -0.70703 -0.58220
*
```

Output
- Energy: -70637.9554 eV
- Gap between HOMO and LUMO (alpha / beta): 8.5 / 9.3 eV
- LUMO energy (alpha / beta): 0.0092 / 0.0050 Ha
- Largest force on an atom: 3.16 eV/Å

=====

3.
This record from OMol25 describes C33H68BrCl22NP as an isolated structure at a distorted geometry. The level of theory is ωB97M-V with the def2-TZVPD basis set.

Geometry as ORCA input:
```
! wB97M-V def2-TZVPD RIJCOSX def2/J DEFGRID3
* xyz -1 1
C -4.70208 1.84658 1.03740
C -3.67731 2.10460 -0.07211
C -2.19894 1.77486 0.28046
C -1.96091 0.99006 1.57436
C -0.46044 0.95052 1.95977
C 0.35170 -0.21012 1.33901
C 1.38595 0.14144 0.25432
C 2.26442 1.38541 0.47674
C 3.76366 1.17827 0.18692
C 4.06322 0.88889 -1.30167
C 5.04053 -0.28545 -1.59724
Br 4.67321 -1.89065 -0.48358
P 4.77371 -0.85102 -3.29691
N 3.96584 -2.19848 -3.60756
H -4.42683 2.37243 1.95527
H -5.67486 2.23347 0.73254
H -4.83113 0.77380 1.21555
H -3.74083 3.17043 -0.32843
H -3.98556 1.56663 -0.97751
H -1.73630 1.19946 -0.53312
H -1.64822 2.72221 0.34634
H -2.47128 1.47634 2.41507
H -2.35117 -0.03241 1.49182
H -0.43677 0.84971 3.05324
H -0.03636 1.93264 1.71871
H 0.81260 -0.79212 2.14271
H -0.36665 -0.88410 0.86456
H 0.88856 0.16847 -0.72300
H 2.06478 -0.71719 0.20165
H 1.91647 2.15853 -0.22759
H 2.10544 1.82488 1.47085
H 4.21460 0.42005 0.83226
H 4.23998 2.13549 0.44832
H 4.55667 1.77430 -1.73083
H 3.11370 0.78384 -1.85719
H 6.06304 -0.95734 -3.86219
H 4.10416 0.22016 -3.93258
H 3.13760 -1.99925 -4.16554
Cl -5.88142 5.03910 0.48740
C -6.92941 5.62365 1.80861
C -6.44100 5.19205 3.16820
Cl -6.62524 3.43852 3.43912
H -7.94078 5.27001 1.61809
H -6.92294 6.71168 1.74995
H -7.02531 5.69117 3.94046
H -5.38977 5.43632 3.29927
Cl -3.06497 6.41366 3.47586
C -2.42718 6.70113 5.11786
C -2.50893 5.45633 5.96210
Cl -4.20109 5.01744 6.33645
H -2.98900 7.52149 5.55947
H -1.39278 7.01335 5.00571
H -2.00356 5.61201 6.91046
H -2.04885 4.60714 5.46117
Cl -7.65311 1.94674 -0.88478
C -8.06350 2.99272 -2.26609
C -7.09621 2.83187 -3.41121
Cl -5.48132 3.47545 -3.02705
H -8.08737 4.02068 -1.90984
H -9.06431 2.71089 -2.59238
H -7.46062 3.38487 -4.27637
H -6.98336 1.78560 -3.68689
Cl 5.73614 -6.65903 -4.42132
C 5.81076 -5.11402 -3.52091
C 6.52077 -4.03633 -4.28957
Cl 8.27133 -4.36735 -4.46047
H 6.29697 -5.31065 -2.56870
H 4.78708 -4.79810 -3.33717
H 6.42261 -3.08895 -3.75283
H 6.10670 -3.91364 -5.28726
Cl 8.39369 -0.87924 -6.17022
C 9.15881 -2.17723 -7.11447
C 9.66691 -1.69307 -8.44812
Cl 8.34456 -1.25934 -9.56691
H 8.43469 -2.97988 -7.22988
H 9.99283 -2.55009 -6.52150
H 10.23928 -2.48514 -8.92940
H 10.30289 -0.81830 -8.33439
Cl -1.92917 -2.80218 0.05219
C -1.70644 -4.11803 1.23597
C -2.13064 -3.71276 2.62599
Cl -0.96391 -2.52504 3.27958
H -0.65313 -4.37831 1.19806
H -2.30592 -4.95239 0.87260
H -2.11479 -4.57018 3.29787
H -3.12917 -3.28093 2.62804
Cl 10.07600 1.04569 -3.09017
C 9.85465 1.53077 -1.38027
C 9.23489 0.43759 -0.54962
Cl 7.45546 0.11983 -1.00047
H 9.23738 2.42774 -1.37841
H 10.84602 1.79142 -1.00860
H 9.24597 0.74444 0.49699
H 9.79517 -0.49211 -0.64605
Cl 1.41228 -5.35822 0.50346
C 2.15094 -4.61562 -0.95092
C 1.30292 -4.81630 -2.17548
Cl 1.25231 -6.52791 -2.70116
H 3.14673 -5.03582 -1.06744
H 2.24437 -3.54745 -0.75203
H 1.71885 -4.23831 -2.99779
H 0.27904 -4.49270 -2.00328
Cl -5.33027 -4.42268 0.96272
C -6.40144 -3.62312 -0.21539
C -5.64524 -2.75344 -1.18671
Cl -4.94257 -1.31934 -0.40915
H -7.13671 -3.04826 0.34333
H -6.91605 -4.41552 -0.75908
H -6.32842 -2.39757 -1.95759
H -4.83448 -3.30303 -1.66172
Cl -6.28966 -7.71173 -0.34048
C -6.11648 -9.03065 0.84594
C -6.68677 -8.66974 2.19368
Cl -5.73720 -7.40884 3.01908
H -5.05960 -9.27714 0.91608
H -6.65082 -9.89051 0.44391
H -6.67609 -9.54792 2.83818
H -7.71021 -8.31213 2.10622
Cl 0.85892 8.72285 4.70321
C 1.47042 8.97194 6.35815
C 1.38083 7.72230 7.19456
Cl -0.30960 7.27284 7.56045
H 0.90493 9.78744 6.80307
H 2.51326 9.27345 6.27105
H 1.87862 7.88473 8.14933
H 1.84660 6.87403 6.69879
*
```

Output
- Energy: -391640.8306 eV
- Gap between HOMO and LUMO: 4.9 eV
- LUMO energy: 0.0568 Ha
- Largest force on an atom: 1.35 eV/Å

=====

4.
This record from OMol25 describes a 14-piece molecular cluster, C33H68Cl26NO overall. The level of theory is ωB97M-V with the def2-TZVPD basis set.

Geometry as ORCA input:
```
! wB97M-V def2-TZVPD RIJCOSX def2/J DEFGRID3
* xyz 1 1
C -9.97266 0.28258 -0.56933
O -9.85472 -0.78277 -1.49166
C -8.89223 -0.60843 -2.51223
C -7.49127 -1.18374 -2.17515
C -7.42687 -1.90408 -0.81437
C -6.05869 -1.67697 -0.17898
N -5.98044 -0.21828 0.13262
C -6.10056 0.67526 -1.08532
C -6.36445 -0.13418 -2.34750
H -10.96273 0.73598 -0.64724
H -9.85911 -0.10868 0.44708
H -9.21675 1.05766 -0.73048
H -9.28273 -1.12513 -3.38999
H -8.81878 0.44804 -2.79736
H -7.27916 -1.94725 -2.92599
H -8.17173 -1.54608 -0.10195
H -7.54601 -2.97616 -0.95314
H -5.23892 -1.97756 -0.82476
H -6.02154 -2.20780 0.77105
H -6.77619 -0.01814 0.73719
H -5.14412 0.01479 0.66689
H -6.93905 1.34914 -0.91166
H -5.19100 1.26515 -1.16520
H -6.65134 0.58379 -3.11623
H -5.45320 -0.63337 -2.67533
Cl -3.15085 -1.81923 -2.52017
C -2.17930 -2.95672 -1.53707
C -1.65888 -2.31971 -0.27456
Cl -0.45138 -1.05380 -0.60694
H -1.37028 -3.31758 -2.16607
H -2.82585 -3.79588 -1.28400
H -1.17467 -3.07569 0.34110
H -2.46069 -1.86461 0.30337
Cl -4.39085 -3.84889 2.25806
C -5.36132 -4.49620 3.61503
C -6.80515 -4.69734 3.23148
Cl -7.63033 -3.13998 2.94292
H -5.26196 -3.80433 4.44710
H -4.91836 -5.44992 3.89471
H -7.33482 -5.19542 4.04098
H -6.90040 -5.29628 2.32939
Cl 4.60461 0.10002 0.17997
C 3.20792 0.16966 -0.92320
C 3.47691 -0.53148 -2.22929
Cl 4.68893 0.32849 -3.21380
H 2.95779 1.21617 -1.07898
H 2.37758 -0.31608 -0.41354
H 2.56037 -0.57198 -2.81617
H 3.83583 -1.54492 -2.06864
Cl -8.37837 3.73920 0.05043
C -9.58095 4.02953 -1.24316
C -8.92423 4.39805 -2.54894
Cl -8.12755 5.98479 -2.47117
H -10.24750 4.81492 -0.89760
H -10.15452 3.11202 -1.36360
H -9.68072 4.45223 -3.33012
H -8.17468 3.66368 -2.83702
Cl -8.18153 -5.62047 -1.87084
C -9.38923 -5.39370 -3.16738
C -8.74011 -5.18151 -4.50995
Cl -7.88487 -3.61438 -4.60556
H -10.02399 -4.55552 -2.89032
H -9.99413 -6.29786 -3.19701
H -9.49915 -5.17299 -5.28967
H -8.01814 -5.96313 -4.73013
Cl 9.34988 -2.85102 2.32837
C 7.80839 -2.27740 1.64601
C 6.64731 -2.57736 2.55850
Cl 6.30160 -4.32562 2.66405
H 7.67768 -2.73611 0.66904
H 7.89753 -1.19972 1.51840
H 5.74632 -2.09906 2.17708
H 6.83302 -2.21428 3.56589
Cl 4.67855 1.60284 -8.04426
C 4.89158 0.31936 -6.82500
C 5.78102 -0.79060 -7.31766
Cl 5.02184 -1.73497 -8.63147
H 3.90555 -0.04947 -6.55417
H 5.34261 0.78147 -5.95065
H 5.98372 -1.48546 -6.50417
H 6.72582 -0.40626 -7.68623
Cl -5.49362 2.88477 2.06010
C -6.97880 2.21635 2.78356
C -6.68701 1.27557 3.92602
Cl -5.83040 -0.17293 3.32442
H -7.52086 1.70410 1.99077
H -7.58869 3.05044 3.12546
H -7.62331 0.94733 4.37376
H -6.06629 1.72550 4.69556
Cl 6.91949 1.16544 3.37855
C 6.98950 1.35296 5.15447
C 6.60381 0.08603 5.87220
Cl 4.87716 -0.31030 5.65404
H 6.33949 2.17915 5.42400
H 8.01300 1.62226 5.40457
H 6.77313 0.20679 6.94049
H 7.18428 -0.76327 5.52305
Cl 11.50680 -0.52217 -9.60255
C 10.56688 -1.93154 -9.05413
C 9.18622 -1.54643 -8.58941
Cl 9.22952 -0.58666 -7.08288
H 11.12871 -2.41986 -8.26205
H 10.48607 -2.61240 -9.89974
H 8.60524 -2.44347 -8.37978
H 8.66426 -0.95964 -9.34167
Cl 7.83557 4.55623 4.85266
C 6.67652 4.99086 3.56976
C 7.34271 5.70171 2.42094
Cl 7.92340 7.32444 2.88136
H 5.89799 5.60260 4.01893
H 6.23386 4.06084 3.21394
H 6.62705 5.83720 1.61197
H 8.19388 5.13976 2.04575
Cl 12.60146 -3.45945 5.44106
C 11.45997 -4.19623 6.59312
C 10.06433 -4.27748 6.03114
Cl 9.32957 -2.66593 5.83308
H 11.48524 -3.61070 7.50856
H 11.82298 -5.20002 6.80728
H 9.42484 -4.83893 6.70995
H 10.05448 -4.76231 5.05760
Cl 5.82919 11.82263 2.64401
C 6.27526 10.54846 3.80784
C 5.08306 10.02613 4.56615
Cl 4.40288 11.23682 5.68413
H 7.02366 10.95838 4.48123
H 6.71866 9.73444 3.23904
H 5.38551 9.17065 5.16841
H 4.29007 9.71865 3.88896
*
```

Output
- Energy: -364441.9836 eV
- Gap between HOMO and LUMO: 9.3 eV
- LUMO energy: -0.0767 Ha
- Largest force on an atom: 0.93 eV/Å

=====

Q: The lowest energy belongs to which entry?
A: C33H68BrCl22NP

=====

Q: Which of these has the highest largest force on an atom?
A: C33H67FN5O7S

=====

Q: The highest largest force on an atom belongs to which entry?
A: C33H67FN5O7S